(1)
36
Properties=species:S:1:pos:R:3:nbo_charge:R:1 method="wB97M-V/def2-TZVPD" total_charge=+2 multiplicity=1 orbital_gap_ev=7.063 total_energy_ha=-1051.304205
C -5.12738 1.00805 1.49806 0.3174
C -5.79016 0.25254 -0.67786 0.3236
C -2.33393 0.90560 1.25264 -0.6129
C 10.70244 0.32121 0.98310 -0.7305
C -6.59062 -1.82094 -1.77890 -0.4486
C -3.08378 -0.29110 1.94287 -0.2112
C -5.27314 2.31949 1.50005 -0.0586
C 9.52000 0.72043 0.21094 0.3333
N -5.00922 3.14684 2.64878 -0.7963
N 9.02075 -0.01017 -0.68387 -0.6262
N -6.43180 -0.91958 -0.67264 -0.5986
N -4.56361 -0.04836 1.93138 -0.5544
N -5.02133 0.58159 -1.65727 -0.7750
Cl 10.41547 -2.80171 -1.84664 -0.2399
H -2.49859 1.75167 1.85098 0.2046
H -1.25624 0.59503 1.30930 0.2369
H -2.70323 1.13950 0.26630 0.2136
H 10.53273 0.45394 2.08381 0.2950
H 11.54464 1.05610 0.72074 0.3036
H 11.05751 -0.73980 0.83087 0.2610
H -7.56504 -2.13796 -1.73424 0.2298
H -6.30211 -1.42989 -2.76692 0.2066
H -6.02376 -2.76204 -1.82392 0.2161
H -2.80456 -0.37536 2.96394 0.2140
H -2.81151 -1.15374 1.41143 0.2068
H -5.92206 2.80492 0.80503 0.2552
H 9.18024 1.79945 0.42417 0.2527
H -5.05801 4.16869 2.58195 0.4186
H -4.26426 2.78225 3.23061 0.3851
H 8.08175 -0.03632 -1.22392 0.4618
H 9.24057 -0.97743 -0.66952 0.4300
H -6.91443 -1.04982 0.19877 0.4122
H 9.70138 -2.62884 -2.81702 0.2591
H -5.11026 -0.97880 2.11290 0.4211
H -5.01864 -0.11137 -2.38176 0.3756
H -4.44018 1.37700 -1.69977 0.4185

***

(2)
38
Properties=species:S:1:pos:R:3:lowdin_spin:R:1 method="wB97M-V/def2-TZVPD" relative_energy_kcal_mol=35.85 total_charge=+2 multiplicity=9 orbital_gap_ev="2.512 / 3.842" total_energy_ha=-2865.938666
Cr -9.71316 -19.47758 -0.44395 3.9974
Cr -12.75052 -20.58391 0.60628 3.9660
F -11.36980 -18.81756 0.75529 0.0430
F -11.07839 -21.22080 -0.53280 0.0384
C -13.07189 -21.63425 -4.81157 -0.0003
C -13.48253 -22.83155 -4.03920 -0.0004
C -12.37953 -23.31496 -3.08891 -0.0006
O -11.40039 -24.00289 -3.85713 -0.0025
C -10.58191 -24.80082 -3.04182 -0.0002
N -14.65476 -22.44090 -3.30380 -0.0027
H -13.89223 -21.06011 -5.24228 0.0000
H -12.52631 -22.06797 -5.64962 -0.0001
H -12.45233 -20.90717 -4.28660 0.0000
H -13.84570 -23.59544 -4.72672 0.0000
H -12.82061 -23.88936 -2.27427 0.0001
H -11.87410 -22.48268 -2.59906 -0.0004
H -10.12645 -24.26623 -2.20823 -0.0001
H -9.71880 -25.23415 -3.54715 0.0000
H -11.21824 -25.58786 -2.63715 -0.0001
H -14.45657 -21.55318 -2.86473 0.0001
H -15.48747 -22.27284 -3.85010 -0.0001
C -10.69399 -23.48657 2.57454 0.0009
C -11.35051 -22.34260 3.35372 -0.0031
C -10.43741 -21.92656 4.58413 -0.0051
O -10.92820 -20.76818 5.09322 0.0003
C -9.99918 -20.30021 6.03541 -0.0002
N -11.58260 -21.21972 2.44116 -0.0336
H -11.32395 -23.72710 1.71816 0.0004
H -10.66469 -24.34169 3.24982 0.0001
H -9.66942 -23.26538 2.27551 0.0001
H -12.30881 -22.62520 3.78949 -0.0003
H -9.40827 -21.74432 4.27468 0.0000
H -10.43036 -22.72253 5.32875 -0.0005
H -10.34165 -19.49931 6.69067 0.0000
H -9.17578 -19.88249 5.45608 0.0000
H -9.58160 -21.10295 6.64314 -0.0001
H -11.62247 -20.49830 3.14690 0.0009
H -10.69555 -21.05198 1.98828 0.0027

***

(3)
37
Properties=species:S:1:pos:R:3:lowdin_spin:R:1 method="wB97M-V/def2-TZVPD" relative_energy_kcal_mol=42.30 total_charge=0 multiplicity=5 orbital_gap_ev="7.423 / 8.384" total_energy_ha=-1822.154757
Cr 0.19350 -2.38474 0.02080 3.8107
F -0.49328 -3.03526 2.02930 0.0125
F -1.71455 -3.44216 -0.41836 0.0186
C 2.36999 0.28120 -2.43462 0.0009
C 2.16197 -0.80350 -1.43504 0.0100
C 2.17587 -0.29047 0.03958 0.0059
O 1.73273 -1.28569 0.95795 0.0352
C 2.17000 -1.10065 2.26419 0.0027
N 0.88227 -1.46881 -1.77237 0.0319
H 1.84213 1.19799 -2.17206 0.0003
H 2.21540 -0.07952 -3.45153 0.0000
H 3.41719 0.58361 -2.43467 0.0001
H 2.93770 -1.56916 -1.44497 0.0024
H 1.46093 0.52254 0.16597 0.0003
H 3.18782 0.03057 0.28651 0.0005
H 1.84214 -1.94705 2.86768 0.0000
H 1.84329 -0.15019 2.68609 0.0005
H 3.25940 -1.07567 2.29017 0.0003
H 0.32509 -0.85328 -2.34751 0.0035
H 0.98998 -2.08347 -2.56653 0.0079
C -2.13028 -0.14044 -1.53708 0.0013
C -1.30216 0.47178 -0.38069 0.0040
C -2.12219 1.54944 0.36408 0.0021
O -1.44968 1.96998 1.53125 0.0005
C -2.10178 3.00501 2.29555 0.0001
N -1.14520 -0.60446 0.56170 0.0425
H -2.19664 0.66226 -2.27150 0.0001
H -3.13512 -0.41318 -1.21458 0.0001
H -1.67394 -1.03603 -1.95871 0.0007
H -0.34131 0.83678 -0.74351 0.0002
H -3.12861 1.26921 0.67501 0.0002
H -2.27819 2.38319 -0.32049 0.0005
H -3.11326 2.74202 2.60516 0.0000
H -2.16677 3.96102 1.77603 0.0000
H -1.65299 3.32515 3.23587 0.0000
H -0.79601 -0.13806 1.38671 0.0016
H -2.06543 -0.88996 0.86462 0.0019

***

(4)
40
Properties=species:S:1:pos:R:3:nbo_charge:R:1 method="wB97M-V/def2-TZVPD" total_charge=0 multiplicity=1 orbital_gap_ev=7.274 total_energy_ha=-1668.918102
K -12.50800 -4.36400 -34.78100 0.9477
C -8.14600 -0.03100 -31.77500 -0.6145
C -8.41500 -1.32100 -32.66600 -0.0498
O -9.27800 -0.96100 -33.71900 -0.5552
C -9.70300 -2.07800 -34.51200 0.2997
O -10.46000 -2.99500 -33.83400 -1.0056
C -10.44100 -1.61500 -35.74300 0.9348
F -9.78100 -0.66500 -36.46100 -0.3280
F -10.79800 -2.58800 -36.53800 -0.3230
F -11.58900 -1.09200 -35.18900 -0.3480
H -7.59200 -0.28900 -30.87700 0.1957
H -9.10300 0.39700 -31.53700 0.2095
H -7.55400 0.70400 -32.30300 0.2000
H -8.83700 -2.03400 -31.99300 0.1719
H -7.47000 -1.62800 -33.04300 0.1502
H -8.81000 -2.58600 -34.77700 0.0975
C -8.89500 -5.47200 -35.77500 -0.2454
O -10.13100 -5.93000 -35.31500 -0.7523
H -8.70600 -6.01700 -36.76800 0.1656
H -8.10200 -5.76600 -35.02500 0.1675
H -8.78600 -4.36200 -35.83400 0.2002
H -10.12200 -6.58600 -34.63300 0.4664
C -15.65500 -4.97000 -33.36800 -0.2511
O -15.27300 -4.08100 -34.39700 -0.7569
H -14.86300 -4.89700 -32.63500 0.1786
H -15.82500 -6.01400 -33.75900 0.1777
H -16.59000 -4.69100 -32.94100 0.1720
H -15.34400 -3.12400 -34.08000 0.4858
C -12.80900 -4.53700 -30.83100 -0.2484
O -12.77000 -3.83800 -32.07900 -0.7866
H -13.75600 -5.03000 -30.73400 0.1687
H -12.69200 -3.81200 -30.01300 0.1799
H -11.95100 -5.25600 -30.91100 0.1699
H -11.88500 -3.49700 -32.22800 0.5192
C -13.59200 -7.50100 -32.96500 -0.2450
O -12.71500 -6.96300 -33.92900 -0.7316
H -13.82700 -6.78600 -32.17400 0.1693
H -13.00700 -8.22600 -32.47200 0.1699
H -14.53000 -7.86700 -33.39400 0.1786
H -11.92600 -7.41800 -33.77400 0.4652

***

(5)
35
Properties=species:S:1:pos:R:3:nbo_charge:R:1 method="wB97M-V/def2-TZVPD" relative_energy_kcal_mol=57.03 total_charge=+1 multiplicity=1 orbital_gap_ev=7.448 total_energy_ha=-601.811109
Rb -2.98142 0.16893 0.64479 0.9929
C 1.64361 -3.85416 3.28792 -0.6386
C 0.41140 -3.23381 2.54460 -0.0656
C -0.91434 -3.79052 3.17843 -0.0659
O -2.13098 -3.46018 2.48629 -0.5775
C -3.31936 -4.08636 2.98833 -0.2454
N 0.42151 -1.77262 2.68771 -0.8586
H 2.59723 -3.54896 2.85715 0.2275
H 1.51548 -4.92211 3.11135 0.2182
H 1.56799 -3.78165 4.37287 0.2180
H 0.30915 -3.31239 1.46226 0.2013
H -0.98236 -3.28974 4.14419 0.1547
H -0.92452 -4.84785 3.44314 0.1815
H -4.05003 -3.83700 2.21888 0.1913
H -3.46078 -3.70121 3.99816 0.1746
H -3.14570 -5.15637 3.10245 0.1801
H 0.55484 -1.63787 3.67976 0.3462
H 1.21359 -1.28755 2.29095 0.3634
C 1.32852 2.20961 -4.26677 -0.6320
C 1.19835 3.57681 -3.58886 -0.0779
C 0.77158 3.52785 -2.11107 -0.0759
O -0.58242 3.13279 -2.03844 -0.5551
C -1.40263 4.29712 -1.94796 -0.2595
N 2.57255 4.13292 -3.72905 -0.8154
H 1.74873 2.23422 -5.27221 0.2152
H 0.34704 1.74868 -4.37783 0.2055
H 1.90096 1.44911 -3.73569 0.2025
H 0.51074 4.19250 -4.16871 0.1959
H 0.95278 4.51561 -1.68730 0.1887
H 1.34215 2.87112 -1.45437 0.1819
H -1.30261 4.90981 -2.84390 0.1792
H -1.22886 4.96295 -1.10264 0.1761
H -2.45014 3.99630 -1.93000 0.1771
H 3.19139 3.35957 -3.53141 0.3409
H 2.77657 4.23446 -4.71300 0.3547

***

(6)
40
Properties=species:S:1:pos:R:3:nbo_charge:R:1 method="wB97M-V/def2-TZVPD" relative_energy_kcal_mol=4.47 total_charge=-1 multiplicity=1 orbital_gap_ev=4.851 total_energy_ha=-1434.613181
Sn -1.09440 -1.80005 -0.86790 1.2102
P 0.92806 -4.01916 -2.02559 2.4697
O 1.34370 -2.54354 -2.30763 -1.2079
O 2.14161 -4.88409 -2.38915 -1.1654
O -0.34888 -4.31067 -2.86652 -1.1826
O 0.47616 -4.12431 -0.54233 -1.1714
C 3.36164 0.85539 -1.58125 -0.6217
C 1.90913 0.60840 -1.18689 -0.0729
C 0.99453 0.86346 -2.37511 -0.0792
O -0.35941 1.04486 -1.94741 -0.5683
C -1.08047 1.88882 -2.82942 -0.2434
N 1.86361 -0.68392 -0.54608 -0.8931
H 3.48778 1.69661 -2.26750 0.1883
H 3.78154 -0.05745 -2.00478 0.2295
H 4.01677 1.14023 -0.75561 0.2002
H 1.66629 1.37342 -0.44297 0.1660
H 0.88452 0.05549 -3.10208 0.2231
H 1.37405 1.76892 -2.85325 0.1641
H -0.63795 2.88553 -2.76996 0.1666
H -2.12140 1.95878 -2.51488 0.1748
H -1.07681 1.49618 -3.84841 0.1776
H 2.71916 -0.86436 -0.03780 0.3607
H 1.81868 -1.44694 -1.23407 0.4486
C -0.84748 0.22720 4.55554 -0.6207
C -1.58011 0.03960 3.26249 -0.0819
C -0.81817 0.62659 2.03244 -0.0796
O -1.49920 0.55327 0.76889 -0.5697
C -2.48151 1.58853 0.53847 -0.2467
N -1.96762 -1.34603 3.12237 -0.8250
H 0.12869 -0.26555 4.53364 0.2040
H -1.34650 -0.35512 5.33138 0.2288
H -0.71269 1.24099 4.93135 0.2079
H -2.46413 0.67209 3.38211 0.1736
H 0.15529 0.13440 1.99768 0.2076
H -0.59655 1.67623 2.24344 0.1647
H -2.01069 2.56411 0.67520 0.1751
H -3.33077 1.53467 1.22116 0.1698
H -2.83640 1.54340 -0.48888 0.1950
H -2.64909 -1.41600 2.37644 0.3578
H -1.19097 -1.92000 2.81286 0.3661